P) A structure of composition C4H9N3, computed with ωB97M-V/def2-TZVPD.

Structure (XYZ):
```
16
Properties=species:S:1:pos:R:3
N -1.50329 -1.35904 -0.02501
N -0.32446 -0.59053 0.35022
N 0.94330 1.18029 -0.14307
C -0.25512 0.65113 -0.10623
C 1.92750 0.19010 0.11418
C 1.01296 -1.10782 -0.05250
C -1.32143 1.70585 0.03456
H -1.26991 2.02372 1.39066
H 2.75230 0.23914 -0.52657
H 1.15789 -2.02583 0.51423
H -0.71235 2.58175 -0.59663
H 1.09566 -1.41901 -1.17964
H -1.62533 -1.41362 -1.08139
H -1.80183 -2.06179 0.54184
H 2.45380 0.17799 1.05516
H -2.52968 1.22767 -0.28981
```

Computed properties:
- molecular weight (g/mol) = 99.1
- gap between HOMO and LUMO (eV) = 9.37
- HOMO level (eV) = -8.5880

Q) A cluster of 2 separate species, C4H9N3 in total, computed with ωB97M-V/def2-TZVPD.

Structure (XYZ):
```
16
Properties=species:S:1:pos:R:3
N 1.80636 -1.35498 -1.62211
N -2.28006 -1.87056 -0.44085
N -2.39921 -2.58848 -1.40699
C 0.83625 0.36672 -0.03029
C 1.52113 0.85093 1.17489
C -0.57413 0.99758 -0.32385
C 1.31504 -0.63786 -0.75341
H 1.00354 1.80222 1.45750
H 1.63269 -2.30709 -1.67317
H -1.77479 -2.45170 -2.20004
H -1.37762 0.63181 0.37029
H -3.10496 -2.16121 0.22344
H 1.53073 0.14693 2.00100
H -0.81373 0.84373 -1.27347
H 2.56678 1.30220 1.00550
H -0.36105 2.00060 -0.16708
```

Computed properties:
- molecular weight (g/mol) = 99.1
- gap between HOMO and LUMO (eV) = 8.99
- HOMO level (eV) = -8.0765

Which structure loses on stability? P) does.

P) An isolated molecule of C4H9N3, computed with ωB97M-V/def2-TZVPD.

Structure (XYZ):
```
16
Properties=species:S:1:pos:R:3
N -2.66437 -0.77471 1.94660
N -1.96383 -0.85433 0.95600
N -1.26757 -0.86751 -0.10947
C -0.25313 1.34135 0.05334
C -0.00070 -0.12049 -0.16910
C 0.92218 -0.66200 0.96129
C 0.57536 -0.22516 -1.59980
H 1.58971 0.19073 -1.71847
H 0.63738 -1.26418 -1.88969
H -1.07932 1.70738 -0.59325
H 0.53039 -0.33539 1.94804
H 1.00827 -1.74959 0.86585
H -0.56161 1.64351 1.05072
H 1.92051 -0.19189 0.84964
H -0.01991 0.25184 -2.38633
H 0.62665 1.91044 -0.16538
```

Computed properties:
- molecular weight (g/mol) = 99.1
- gap between HOMO and LUMO (eV) = 10.18
- HOMO level (eV) = -9.3685

Q) A cluster of 2 separate species, C4H9N3 in total, computed with ωB97M-V/def2-TZVPD.

Structure (XYZ):
```
16
Properties=species:S:1:pos:R:3
N -1.42737 1.42735 0.48014
N 1.20085 -0.81471 0.76661
N -1.08524 -2.07400 0.05321
C -1.35718 -0.89274 -0.44987
C -0.84557 0.32219 0.26203
C 1.42904 1.50152 -0.02441
C 0.63805 0.23856 0.11762
H -2.24557 -0.70456 -1.07088
H 0.96002 2.16218 -0.74895
H 2.18747 -0.96358 0.59822
H 2.45921 1.28643 -0.31123
H -1.51366 -2.82678 -0.48144
H 1.44067 2.02310 0.93495
H -2.43564 1.35532 0.33657
H 0.59251 -1.65966 0.74791
H 0.00239 -0.38061 -1.21048
```

Computed properties:
- molecular weight (g/mol) = 99.1
- gap between HOMO and LUMO (eV) = 9.02
- HOMO level (eV) = -8.2886

R) A cluster of 2 separate species, C4H9N3 in total, computed with ωB97M-V/def2-TZVPD.

Structure (XYZ):
```
16
Properties=species:S:1:pos:R:3
N 1.23713 -0.37084 -0.31440
N -0.51842 0.30288 0.16846
N -3.15883 -0.15674 1.09095
C -1.06098 -0.89982 -0.36425
C -0.72182 1.51225 -0.64046
C 2.03288 -0.64398 0.85563
C -2.12445 -0.31501 0.57554
H -0.10895 1.46419 -1.54215
H 2.75400 -1.44996 0.66154
H -1.76342 1.62696 -0.94887
H -0.43492 2.37402 -0.04119
H 1.84469 0.03220 -1.03491
H -0.65632 -1.79691 0.09650
H -1.32149 -0.93020 -1.42446
H 1.38362 -0.97475 1.66935
H 2.61728 0.22572 1.19271
```

Computed properties:
- molecular weight (g/mol) = 99.1
- gap between HOMO and LUMO (spin up / spin down) (eV) = 8.29 / 8.30
- HOMO level (spin up / spin down) (eV) = -8.6180 / -8.6303

Which structure loses on stability? R) does.

P) A structure of composition CH3NO2S2, computed with ωB97M-V/def2-TZVPD.

Structure (XYZ):
```
9
Properties=species:S:1:pos:R:3
S -1.86983 -1.34276 -0.53987
S 0.01617 0.66202 0.01132
O -0.39723 1.38110 -1.16442
O 0.51957 1.46294 1.08115
N 1.10253 -0.46344 -0.52136
C -1.26570 -0.47134 0.61426
H 1.80261 -0.68381 0.18234
H -1.49426 -0.56875 1.59276
H 1.58613 0.02405 -1.25619
```

Computed properties:
- molecular weight (g/mol) = 125.2
- gap between HOMO and LUMO (eV) = 8.14
- HOMO level (eV) = -9.5833

Q) A cluster of 2 separate species, CH3NO2S2 in total, computed with ωB97M-V/def2-TZVPD.

Structure (XYZ):
```
9
Properties=species:S:1:pos:R:3
S -0.99205 1.67100 0.23188
S 2.50789 1.08201 -0.47049
O -0.40217 -0.88101 -1.04038
O 0.69209 -2.03179 0.65349
N 0.59541 -0.94657 -0.21183
C 1.48496 -0.04788 -0.28503
H -1.75463 1.64057 1.32556
H -1.96759 1.92099 -0.62477
H -0.16392 -2.40732 0.42156
```

Computed properties:
- molecular weight (g/mol) = 125.2
- gap between HOMO and LUMO (eV) = 7.34
- HOMO level (eV) = -8.4331

Which structure loses on stability? Q) does.

P) A cluster of 2 separate species, CH3NO2S2 in total, computed with ωB97M-V/def2-TZVPD.

Structure (XYZ):
```
9
Properties=species:S:1:pos:R:3
S -2.52217 -0.13466 -1.13382
S 0.41403 -0.77281 -0.24910
O 0.43613 -1.91605 0.59842
O 0.84236 -0.90368 -1.61148
N 1.20030 0.46729 0.41080
C -1.23181 -0.15079 -0.31473
H 1.12229 1.25185 -0.16561
H -1.11626 1.58153 1.12510
H 0.85513 0.57731 1.34043
```

Computed properties:
- molecular weight (g/mol) = 125.2
- gap between HOMO and LUMO (spin up / spin down) (eV) = 7.05 / 8.90
- HOMO level (spin up / spin down) (eV) = -8.6119 / -10.2027

Q) An isolated molecule of CH3NO2S2, computed with ωB97M-V/def2-TZVPD.

Structure (XYZ):
```
9
Properties=species:S:1:pos:R:3
S 0.87774 -2.94033 0.08781
S 0.97428 -0.63876 -1.77691
O 2.08232 -2.91182 0.81220
O -0.22799 -1.94271 0.80148
N 0.07036 -0.60962 0.75542
C -0.31082 -0.03406 -0.56252
H -1.20471 -0.55244 -1.07586
H 0.97031 -0.31922 1.21970
H -0.22394 1.07136 -0.44985
```

Computed properties:
- molecular weight (g/mol) = 125.2
- gap between HOMO and LUMO (spin up / spin down) (eV) = 7.60 / 6.83
- HOMO level (spin up / spin down) (eV) = -8.9929 / -8.7814

Which structure loses on stability? P) does.

P) A cluster of 2 separate species, C6H13NOSi in total, computed with ωB97M-V/def2-TZVPD.

Structure (XYZ):
```
22
Properties=species:S:1:pos:R:3
Si -0.63333 -0.74379 -0.01756
O 2.90422 -2.49266 0.18144
N 1.05451 -1.16080 -0.29221
C 2.72990 1.80031 0.48969
C 2.78860 1.03113 -0.61266
C 1.99586 -1.84094 -0.07907
C -1.67042 -2.02285 -1.02104
C -0.97120 -0.66364 1.83034
C -0.99289 0.93910 -0.83426
H -2.54301 -1.41345 -1.58919
H -0.10372 -0.94978 2.44335
H -1.60828 1.68242 -0.19169
H -1.09195 -2.34299 -1.75046
H -1.70754 -1.34518 2.13733
H -1.33778 0.31710 2.13630
H 3.42929 2.19952 1.20276
H 1.75194 2.28276 0.64321
H -0.07743 1.53428 -0.90397
H 3.73570 0.67494 -0.74634
H -1.97750 -2.77860 -0.37607
H -1.58306 0.81209 -1.73743
H 2.03822 0.66133 -1.29673
```

Computed properties:
- molecular weight (g/mol) = 143.3
- gap between HOMO and LUMO (eV) = 10.53
- HOMO level (eV) = -9.7795

Q) An isolated molecule of C6H13NOSi, computed with ωB97M-V/def2-TZVPD.

Structure (XYZ):
```
22
Properties=species:S:1:pos:R:3
Si -0.61360 -0.43552 -0.02236
O 2.62388 -1.45243 -0.26299
N 3.55026 0.44499 0.41211
C 1.13882 0.30789 -0.11480
C -0.54699 -2.24723 -0.63220
C -1.06744 -0.32999 1.86296
C -1.64894 0.71785 -1.17665
C 1.42413 1.80022 -0.85965
C 2.42495 -0.29427 0.01189
H 3.54371 1.41995 0.11900
H -1.25680 1.69909 -1.30742
H -2.75999 0.86776 -0.87110
H -1.31146 0.59746 2.12423
H -1.18311 -3.01442 0.08641
H -0.36595 -0.84452 2.43812
H 0.67281 2.57661 -1.08464
H -1.76423 0.30996 -2.11622
H 0.40374 -2.56563 -0.63713
H 4.43573 -0.00989 0.17601
H -1.11735 -2.41570 -1.64526
H -1.92805 -0.82458 2.15624
H 2.37365 2.28185 -0.92624
```

Computed properties:
- molecular weight (g/mol) = 143.3
- gap between HOMO and LUMO (spin up / spin down) (eV) = 8.55 / 8.58
- HOMO level (spin up / spin down) (eV) = -9.1842 / -9.0758

Which structure loses on stability? Q) does.

P) A cluster of 2 separate species, C2H6O2 in total, computed with ωB97M-V/def2-TZVPD.

Structure (XYZ):
```
10
Properties=species:S:1:pos:R:3
O 0.96091 -0.76385 -0.12165
O 0.54663 1.84018 -1.02927
C -1.23781 -0.64536 0.68752
C 0.08393 -0.60528 0.91217
H 0.64412 -1.04623 -0.95487
H 1.12028 1.23823 -0.67712
H -1.69273 -0.49869 -0.22019
H -1.92389 -0.70497 1.42629
H 0.81312 1.93377 -1.89369
H 0.68545 -0.74781 1.87080
```

Computed properties:
- molecular weight (g/mol) = 62.1
- gap between HOMO and LUMO (eV) = 9.99
- HOMO level (eV) = -9.1720

Q) An isolated molecule of C2H6O2, computed with ωB97M-V/def2-TZVPD.

Structure (XYZ):
```
10
Properties=species:S:1:pos:R:3
O -0.76407 1.18051 -0.30022
O 1.64101 0.16172 -0.40970
C -0.68978 -0.24395 -0.23108
C 0.68112 -0.53846 0.33389
H -0.84282 -0.61636 -1.25012
H -1.28329 1.52421 0.43049
H -1.43573 -0.70009 0.43042
H 0.92500 -1.60756 0.24433
H 0.61047 -0.14113 1.38564
H 1.21020 1.02326 -0.52788
```

Computed properties:
- molecular weight (g/mol) = 62.1
- gap between HOMO and LUMO (eV) = 10.82
- HOMO level (eV) = -10.0359

R) An isolated molecule of C2H6O2, computed with ωB97M-V/def2-TZVPD.

Structure (XYZ):
```
10
Properties=species:S:1:pos:R:3
O -0.24085 -0.28715 1.69035
O 0.44943 -1.24636 -0.54148
C -0.24486 0.69436 0.68631
C 0.05119 0.10240 -0.71674
H 0.85665 0.66454 -1.20537
H 0.07723 -1.10113 1.27032
H -1.23053 1.17849 0.66723
H 0.62416 -1.62570 -1.40917
H -0.83939 0.14737 -1.35656
H 0.49698 1.47318 0.91512
```

Computed properties:
- molecular weight (g/mol) = 62.1
- gap between HOMO and LUMO (eV) = 10.53
- HOMO level (eV) = -9.8211

S) A cluster of 2 separate species, C2H6O2 in total, computed with ωB97M-V/def2-TZVPD.

Structure (XYZ):
```
10
Properties=species:S:1:pos:R:3
O -0.24956 2.03074 2.33227
O -0.85008 -3.51100 -2.46756
C 0.39722 1.82767 1.14619
C 0.11804 0.87125 0.26959
H 1.31871 2.40275 1.01481
H -0.42609 -2.84330 -1.91860
H -0.60083 -3.27467 -3.36879
H 0.61895 0.87736 -0.68227
H 0.16799 1.58484 3.07635
H -0.49433 0.03435 0.59800
```

Computed properties:
- molecular weight (g/mol) = 62.1
- gap between HOMO and LUMO (eV) = 10.50
- HOMO level (eV) = -9.7762

Which structure loses on stability? P) does.